[1]
This record from OMol25 describes 2 unconnected molecules or ions with the total composition C4H10O2. The level of theory is ωB97M-V with the def2-TZVPD basis set.

Relative energy (zero: lowest compared OMol25 entry of this formula, charge and spin)   26.3 kcal per mole
LUMO   0.798 eV
SMILES   C/C=C/CO.O
Maximum force   0.43 eV/Å

Cartesian coordinates (Å):
C -2.22762 -0.82315 0.43408
C -0.99971 0.02043 0.62059
C 0.24985 -0.42442 0.50610
C 1.47363 0.42710 0.66023
O 2.36457 0.08887 -0.39854
H -2.95643 -0.30895 -0.20185
H -1.98160 -1.78066 -0.03501
H -2.72367 -1.02639 1.38988
H -1.16407 1.07421 0.85406
H 0.44533 -1.47119 0.26906
H 1.95501 0.22901 1.63030
H 1.20286 1.49237 0.62796
H 3.19421 0.56051 -0.25591
O 0.33081 0.88725 -2.34997
H -0.32858 0.51466 -1.75435
H 1.16541 0.54035 -1.99663

Cartesian forces, eV/Å:
C -0.01 -0.05 0.00
C 0.16 -0.06 -0.01
C -0.19 0.05 0.05
C -0.25 0.06 0.35
O 0.30 0.11 -0.03
H 0.09 -0.07 0.08
H -0.02 0.11 0.11
H 0.05 0.05 -0.10
H 0.06 -0.13 -0.05
H -0.06 0.12 0.02
H -0.06 -0.01 -0.15
H 0.03 -0.17 -0.02
H -0.11 -0.10 -0.10
O 0.10 -0.05 -0.07
H 0.05 0.04 -0.04
H -0.13 0.11 -0.03

Results of the Mulliken charge analysis, in e, for atoms 1 through 6: C -1.1554; C 0.1335; C -0.4751; C -0.4008; O -0.5354; H 0.3232

[2]
This record from OMol25 describes 2 unconnected molecules or ions with the total composition C4H10O2. The level of theory is ωB97M-V with the def2-TZVPD basis set.

Relative energy (zero: lowest compared OMol25 entry of this formula, charge and spin)   93.6 kcal per mole
LUMO   0.839 eV
Maximum force   0.38 eV/Å

Cartesian coordinates (Å):
C -2.04928 -0.77362 0.15419
C -1.11846 0.10129 -0.65985
O 0.21979 -0.11346 -0.24509
C 1.13417 0.73588 -0.90995
C 2.38583 0.23327 1.87450
O 2.06220 -0.96939 1.48396
H -1.79352 -1.83101 0.03677
H -3.08125 -0.63163 -0.18317
H -1.99814 -0.51508 1.21637
H -1.37236 1.16456 -0.52635
H -1.20418 -0.12842 -1.73301
H 0.88770 1.79105 -0.72625
H 1.14076 0.54011 -1.98925
H 1.48059 0.87543 1.66420
H 2.13148 0.53460 -0.51396
H 1.17468 -1.01357 1.05687

Cartesian forces, eV/Å:
C 0.00 -0.02 0.01
C -0.22 0.04 -0.08
O -0.02 -0.05 -0.01
C 0.16 0.14 -0.14
C -0.31 -0.22 0.04
O 0.06 0.13 0.18
H -0.02 0.14 0.01
H 0.16 -0.02 0.05
H 0.01 -0.04 -0.14
H 0.04 -0.14 -0.01
H 0.01 0.03 0.14
H 0.02 -0.14 -0.07
H -0.07 0.04 0.08
H 0.24 -0.07 0.11
H -0.16 0.05 -0.18
H 0.09 0.12 0.00

Results of the Mulliken charge analysis, in e, for atoms 1 through 6: C -1.2038; C -0.2465; O -0.3718; C -0.8481; C -0.3135; O -0.3009

[3]
This record from OMol25 describes a molecular structure, C4H10O2PPtS6 in a non-equilibrium geometry. The level of theory is ωB97M-V with the def2-TZVPD basis set.

Relative energy (zero: lowest compared OMol25 entry of this formula, charge and spin)   37.6 kcal per mole
LUMO (alpha / beta)   4.672 / 4.692 eV
Total charge   -2
Maximum force   1.47 eV/Å
2S+1   2
<S²>   0.775

Cartesian coordinates (Å):
Pt -2.24706 -2.24634 1.17903
C 3.43605 -0.56603 -0.72658
C 2.31080 0.41978 -0.46750
O 1.26027 0.20326 -1.39527
P -0.29597 -0.13105 -0.87046
S -3.41815 -0.59404 0.32202
S 0.05148 -1.62693 0.51551
O -0.51961 1.17477 0.14850
C -1.23001 2.26258 -0.41750
C -0.29052 3.26503 -1.07080
H 4.22844 -0.45496 0.01513
H 3.86627 -0.42032 -1.71719
H 3.04291 -1.57742 -0.66416
H 2.65889 1.45528 -0.58664
H 1.94368 0.30885 0.55786
H -1.79004 2.73275 0.39917
H -1.96524 1.89346 -1.13816
H 0.41763 3.65740 -0.33976
H -0.85356 4.10129 -1.49008
H 0.27825 2.79092 -1.86909
S -1.11452 -3.10434 3.01499
S -2.13818 -4.21316 4.26645
S -4.38780 -5.18187 1.77719
S -3.24402 -4.14890 0.55737

Cartesian forces, eV/Å:
Pt 0.03 -1.34 -0.61
C -0.07 0.09 0.03
C 0.08 0.09 0.08
O 0.12 -0.03 0.09
P -0.38 0.15 -0.12
S 0.17 0.65 -0.22
S -0.52 0.31 0.19
O 0.21 0.02 -0.16
C -0.09 0.00 0.16
C 0.00 -0.02 0.07
H 0.07 0.03 0.07
H 0.00 0.01 -0.10
H -0.04 -0.11 0.03
H 0.03 -0.06 0.01
H 0.03 0.00 -0.09
H 0.05 -0.06 -0.08
H -0.03 -0.04 -0.01
H 0.05 0.02 0.05
H -0.05 0.07 -0.03
H 0.03 -0.06 -0.07
S 0.11 -0.18 0.28
S -0.05 0.00 -0.05
S 0.16 0.03 0.07
S 0.10 0.44 0.40

Results of the Mulliken charge analysis, in e, for atoms 1 through 6: Pt 0.7337; C -1.1421; C -0.3336; O -0.2849; P 0.0031; S -0.7898

[4]
This record from OMol25 describes a gas-phase ion, C4H10O2PS (charge -1) in a non-equilibrium geometry. The level of theory is ωB97M-V with the def2-TZVPD basis set.

Relative energy (zero: lowest compared OMol25 entry of this formula, charge and spin)   75.5 kcal per mole
LUMO   3.734 eV
SMILES   CO[C@@H](O)CP(C)[S-]
Total charge   -1
Maximum force   2.92 eV/Å

Cartesian coordinates (Å):
C -2.61611 -0.69109 -0.14235
O -1.88427 -1.27961 0.86596
C -0.47370 -1.29509 0.64817
O -0.27550 -2.32242 -0.33908
C 0.24985 0.00775 0.36470
P 2.01116 0.03242 1.04899
C 2.69734 1.36928 -0.04525
S 2.71249 -1.55093 0.00978
H -2.26228 -1.06103 -1.13170
H -2.59024 0.44087 -0.00258
H -3.53236 -1.09521 0.12796
H -0.08511 -1.64352 1.68950
H 0.73969 -2.53140 -0.32273
H 0.32874 0.37422 -0.67556
H -0.56230 0.68304 0.76163
H 2.20633 2.36194 0.09595
H 3.77803 1.54484 0.31936
H 2.92026 1.08150 -1.14539

Cartesian forces, eV/Å:
C 1.30 1.23 -0.50
O 2.24 0.18 0.90
C 0.97 -2.58 0.97
O 1.73 0.06 0.73
C -1.84 1.44 -0.20
P -0.63 0.47 -0.31
C 2.23 0.90 -0.50
S 0.72 -1.13 -0.11
H -0.41 0.61 0.40
H -0.21 -1.16 -0.74
H -2.49 -0.12 -0.46
H -0.50 0.31 -1.61
H -1.85 0.91 -0.07
H -0.13 -0.93 0.03
H 1.36 0.36 0.43
H 0.09 -0.62 -0.37
H -1.47 -0.28 -0.21
H -1.10 0.35 1.62

Results of the Mulliken charge analysis, in e, for atoms 1 through 6: C -0.7303; O -0.3912; C 0.1367; O -0.4863; C -0.5277; P -0.0368

[5]
This record from OMol25 describes 2 unconnected molecules or ions with the total composition C4H10O2PS in a non-equilibrium geometry. The level of theory is ωB97M-V with the def2-TZVPD basis set.

Relative energy (zero: lowest compared OMol25 entry of this formula, charge and spin)   136.8 kcal per mole
LUMO (alpha / beta)   2.666 / 2.650 eV
Total charge   -1
Maximum force   3.77 eV/Å

Cartesian coordinates (Å):
C 2.56399 2.00706 0.33656
C -1.55003 -2.09048 -1.41955
C 0.55282 0.74958 0.51456
C -0.08742 -0.56547 0.94718
O -2.55488 -2.08885 1.04587
O 1.94612 0.83467 0.85157
P -1.90135 -1.07242 0.21403
S -3.33067 1.66601 -0.72235
H 2.27733 1.98949 -0.77552
H 3.61868 1.98066 0.58264
H 2.08158 3.00455 0.83902
H -0.60340 -2.59902 -1.27716
H -2.36911 -2.80466 -1.47652
H -1.53644 -1.54001 -2.36881
H -0.07402 1.75247 0.80386
H 0.65114 0.82699 -0.65762
H 0.38934 -1.39717 0.57449
H -0.07368 -0.65339 1.98775

Cartesian forces, eV/Å:
C -2.88 1.06 0.03
C -0.03 1.23 0.57
C -0.56 2.10 -2.84
C -1.95 1.72 -1.41
O -0.56 -0.86 1.57
O 0.04 0.25 1.27
P 0.77 2.71 -2.51
S 1.07 -1.86 0.66
H 0.99 0.60 1.22
H 0.10 -0.10 -0.30
H 1.05 -2.16 -1.20
H 0.19 -0.28 -0.02
H 0.02 -0.02 0.27
H 0.11 0.22 0.44
H 1.44 -2.47 -0.27
H -1.07 -0.29 1.74
H 1.76 -1.78 -0.98
H -0.49 -0.09 1.77

Results of the Mulliken charge analysis, in e, for atoms 1 through 6: C -0.5786; C -0.9966; C -0.1048; C -0.9503; O -0.6784; O -0.3226

[6]
This record from OMol25 describes 2 unconnected molecules or ions with the total composition C4H10O2S in a non-equilibrium geometry. The level of theory is ωB97M-V with the def2-TZVPD basis set.

Relative energy (zero: lowest compared OMol25 entry of this formula, charge and spin)   107.2 kcal per mole
LUMO   0.086 eV
Maximum force   3.97 eV/Å

Cartesian coordinates (Å):
C 0.56694 -1.80415 0.29146
C 0.77605 0.56320 1.28412
C -1.81022 1.44096 -0.68218
C 0.11736 -0.34361 0.26212
O -2.28997 -1.27684 -0.41346
O 0.77890 -0.18832 -1.64641
S -1.72766 -0.17064 0.30155
H -0.06709 -2.46868 -0.21753
H 0.68247 -2.05420 1.36526
H 1.56961 -1.80903 -0.16951
H 0.40078 0.08847 2.26296
H 0.41860 1.61461 1.18685
H 1.78178 0.32045 1.08571
H -0.86942 1.71596 -1.05979
H -2.07034 2.09133 0.08756
H -2.72066 1.37210 -1.46359
H 1.70828 -0.33646 -1.57314

Cartesian forces, eV/Å:
C 1.37 1.83 1.60
C -2.48 -0.96 -0.15
C -2.65 -2.18 -1.15
C 0.24 -0.93 -2.85
O -1.24 -1.81 -1.29
O -2.81 0.92 2.65
S 1.97 2.18 -0.01
H -0.92 -0.67 -0.63
H -0.15 -0.37 -0.46
H -0.47 -0.33 0.41
H 0.84 0.99 -1.14
H 0.78 -0.74 0.18
H 1.62 0.69 0.53
H 1.07 0.01 -1.03
H -0.70 1.49 1.15
H 2.39 -0.01 1.75
H 1.12 -0.10 0.44

Results of the Mulliken charge analysis, in e, for atoms 1 through 6: C -1.2605; C -1.0569; C -0.9453; C 0.6108; O -0.5838; O -0.6543

[7]
This record from OMol25 describes 2 unconnected molecules or ions with the total composition C4H10O3 in a non-equilibrium geometry. The level of theory is ωB97M-V with the def2-TZVPD basis set.

Relative energy (zero: lowest compared OMol25 entry of this formula, charge and spin)   16.2 kcal per mole
LUMO (alpha / beta)   3.474 / 3.405 eV
Total charge   -1
Maximum force   2.98 eV/Å
2S+1   2
<S²>   0.753

Cartesian coordinates (Å):
C 0.68838 1.10548 -0.36136
O 0.89715 1.65623 -1.65589
C 1.32016 -0.30823 -0.26744
C 0.53019 -1.56425 0.14201
C 0.57044 -1.88618 1.62834
O 1.36713 -1.30538 2.41293
H 0.99931 1.67210 0.51390
H -0.42174 1.02502 -0.28052
H 0.66868 0.90978 -2.24940
H 1.78345 -0.57462 -1.22572
H 2.14531 -0.23320 0.44947
H 0.84037 -2.43527 -0.47735
H -0.50395 -1.36477 -0.17979
H 0.15751 -2.89496 1.87174
H -3.60674 1.26581 -0.13381
H -3.56581 2.78888 0.23208
O -3.86985 2.14357 -0.41919

Cartesian forces, eV/Å:
C -1.93 -2.27 0.13
O 0.43 0.12 -0.47
C 1.09 -0.36 0.39
C -1.02 0.71 -0.22
C -1.18 -0.44 -0.54
O 1.00 0.43 0.76
H 0.43 0.73 -0.67
H 0.45 -0.14 0.40
H 0.30 0.82 0.46
H -0.02 0.48 -0.14
H 0.05 -0.11 -0.10
H 0.28 0.13 0.02
H -0.03 -0.35 0.03
H 0.15 0.29 -0.08
H 0.24 0.07 0.30
H 0.10 -0.51 -0.05
O -0.31 0.40 -0.23

Results of the Mulliken charge analysis, in e, for atoms 1 through 6: C -0.1312; O -0.5979; C -0.6968; C -0.5880; C -0.6946; O -0.4294

[8]
This record from OMol25 describes 2 unconnected molecules or ions with the total composition C4H10O3 in a non-equilibrium geometry. The level of theory is ωB97M-V with the def2-TZVPD basis set.

Relative energy (zero: lowest compared OMol25 entry of this formula, charge and spin)   13.5 kcal per mole
LUMO   5.460 eV
Total charge   -2
Maximum force   1.13 eV/Å

Cartesian coordinates (Å):
C 0.05856 -0.67945 0.36766
C -0.83602 -1.88926 0.11283
C -2.09497 -2.07127 1.00402
O -2.35841 -3.37364 1.24935
C 1.02985 -0.48502 -0.76692
O 1.86068 0.66308 -0.67844
H -0.48337 0.27558 0.47088
H 0.58911 -0.77652 1.32465
H -0.22024 -2.76881 0.31485
H -1.09902 -1.92765 -0.94835
H -2.94738 -1.63367 0.42778
H -1.93671 -1.50169 1.94617
H 0.45688 -0.34880 -1.68085
H 1.61434 -1.40644 -0.89438
H 2.21238 0.73065 0.21514
H 1.83555 6.14451 -1.18330
O 2.02892 7.06233 -0.94859

Cartesian forces, eV/Å:
C -0.33 0.87 0.21
C 0.50 0.07 0.34
C -0.20 -1.05 -0.38
O 0.02 -0.30 0.13
C 0.01 -0.28 -0.13
O 0.26 0.06 0.10
H -0.25 -0.30 -0.09
H 0.07 -0.22 -0.05
H -0.09 -0.21 -0.06
H -0.14 -0.01 -0.05
H 0.06 0.69 0.23
H 0.00 0.50 -0.01
H -0.04 0.01 -0.18
H 0.20 0.07 -0.02
H -0.10 -0.05 -0.03
H 0.02 0.13 0.05
O 0.01 0.00 -0.05

Results of the Mulliken charge analysis, in e, for atoms 1 through 6: C -0.3580; C -0.5404; C -0.4258; O -0.9247; C -0.4808; O -0.5196